(1)
{"formula": "C3H12NO2", "method": "ωB97M-V with the def2-TZVPD basis set", "elements": ["C", "C", "C", "O", "N", "H", "H", "H", "H", "H", "H", "H", "H", "H", "H", "H", "H", "O"], "xyz": [[-0.930, -0.589, -0.396], [-0.300, 0.243, 0.703], [-0.497, -0.143, 2.138], [0.293, -1.249, 2.448], [-0.258, -0.406, -1.838], [-0.894, -1.693, -0.390], [-1.983, -0.424, -0.509], [-0.430, 1.356, 0.516], [0.781, -0.050, 0.573], [-1.581, -0.341, 2.250], [-0.424, 0.888, 2.650], [0.523, -1.261, 3.392], [0.272, -1.196, -2.206], [-1.025, -0.410, -2.498], [0.357, 0.420, -1.706], [2.671, 1.177, -1.732], [1.695, 2.340, -1.721], [1.731, 1.337, -1.672]], "atomic_forces_ev_per_a": [[-0.3, -2.1, -1.3], [2.8, -0.1, -1.9], [-2.6, 2.0, 0.1], [0.4, 0.4, 0.6], [-1.2, -0.1, 1.6], [0.3, 0.5, 1.3], [-0.6, 0.6, -0.4], [0.0, -1.4, 0.2], [-0.5, 1.1, 0.1], [0.3, -0.4, 0.4], [0.9, -1.9, 0.2], [-0.2, 0.0, -0.4], [0.5, -0.1, 0.9], [-0.1, 1.2, -0.3], [0.1, 0.1, -1.2], [0.5, -0.4, 0.0], [-0.2, -1.7, 0.1], [-0.1, 2.5, -0.1]], "lowdin_charge": [-0.10, -0.20, -0.31, -0.03, 0.18, 0.14, 0.11, 0.15, 0.13, 0.12, 0.15, 0.12, 0.16, 0.15, 0.07, 0.07, 0.12, -0.05], "lumo_energy_ev": -3.23, "homo_energy_ev": -13.8, "total_charge": 1, "spin_multiplicity": 1}

---

(2)
{"formula": "C3H12NO2", "method": "ωB97M-V with the def2-TZVPD basis set", "elements": ["C", "C", "C", "N", "H", "H", "H", "H", "H", "H", "H", "H", "H", "H", "O", "H", "H", "O"], "xyz": [[0.541, 0.175, -2.698], [0.275, 0.049, -1.240], [-0.423, 0.944, -0.571], [-0.744, 0.735, 0.854], [1.443, -0.348, -3.030], [-0.287, -0.168, -3.310], [0.803, 1.188, -3.006], [0.851, -0.685, -0.691], [-0.840, 1.830, -1.035], [-1.186, -0.190, 1.037], [0.146, 0.704, 1.375], [-1.349, 1.464, 1.226], [2.197, 1.010, 2.318], [2.510, -0.461, 2.180], [1.926, 0.222, 1.830], [-1.353, -2.485, 1.983], [-2.669, -2.198, 1.253], [-1.841, -1.787, 1.525]], "atomic_forces_ev_per_a": [[0.9, 0.2, -0.8], [0.9, 0.5, 0.1], [-0.6, -0.1, -0.4], [0.5, -0.1, 0.0], [-0.3, -0.4, 0.4], [-0.1, -0.1, 0.0], [-0.5, 0.3, 0.2], [-0.5, -0.5, 0.1], [-0.2, -0.1, 0.2], [-0.1, 0.0, -0.1], [0.0, 0.0, 0.2], [0.1, 0.0, 0.0], [0.1, 0.0, -0.1], [-0.1, -0.2, -0.1], [0.0, 0.3, 0.3], [-0.1, 0.2, -0.1], [0.0, 0.1, 0.0], [0.1, -0.1, 0.1]], "lowdin_charge": [-0.08, -0.12, -0.09, 0.18, 0.09, 0.09, 0.09, 0.12, 0.13, 0.10, 0.11, 0.17, 0.07, 0.07, -0.04, 0.08, 0.08, -0.03], "lumo_energy_ev": -3.00, "homo_energy_ev": -14.0, "total_charge": 1, "spin_multiplicity": 1}